# 1
2 unconnected molecules or ions with the total composition C3H9ClN. Source: the OMol25 dataset; level of theory: wB97M-V/def2-TZVPD.

Output
- energy above the lowest of the compared OMol25 structures with the same formula, charge and spin (eV) = 2.631
- total charge = +1

Bonds (Å) are listed after each position.
Positions of all 14 atoms, in Å:
1 C 1.32 1.02 0.44  N4 1.515, H6 1.041, H7 1.134, H8 1.139
2 C 0.21 -0.94 -0.61  N4 1.432, H9 1.082, H10 1.121
3 C -1.65 -0.78 0.50  Cl5 1.739, H11 1.109, H12 1.085
4 N 0.45 0.47 -0.67  C1 1.515, C2 1.432, H13 1.082, H14 1.071
5 Cl -2.47 0.56 -0.25  C3 1.739
6 H 2.30 0.72 0.25  C1 1.041
7 H 1.16 2.14 0.51  C1 1.134
8 H 0.99 0.47 1.38  C1 1.139
9 H 0.13 -1.57 -1.48  C2 1.082
10 H 0.70 -1.47 0.24  C2 1.121
11 H -1.31 -0.54 1.53  C3 1.109
12 H -2.07 -1.78 0.46  C3 1.085
13 H -0.54 0.92 -0.66  N4 1.082
14 H 0.79 0.78 -1.64  N4 1.071

# 2
7 unconnected molecules or ions with the total composition C34H81FO24P5. Source: the OMol25 dataset; level of theory: wB97M-V/def2-TZVPD.

Output
- total charge = -1

Bonds (Å) are listed after each position.
Positions of all 145 atoms, in Å:
1 C 0.42 -0.27 0.55  O2 1.375, H3 1.090, H4 1.090, H5 1.090
2 O -0.10 0.05 -0.68  C1 1.375
3 H -0.18 -0.94 1.18  C1 1.090
4 H 1.43 -0.65 0.64  C1 1.090
5 H 0.49 0.61 1.20  C1 1.090
6 C -7.46 -3.64 3.49  C7 1.471, O11 1.439, H13 1.090, H14 1.090
7 C -6.23 -4.25 4.01  C6 1.471, O8 1.409, F12 1.331, H15 1.090
8 O -5.13 -3.77 3.27  C7 1.409, C9 1.327
9 C -5.61 -2.95 2.34  O8 1.327, O10 1.261, O11 1.389
10 O -5.00 -2.15 1.58  C9 1.261
11 O -6.99 -3.07 2.25  C6 1.439, C9 1.389
12 F -6.36 -5.55 3.79  C7 1.331
13 H -7.63 -2.86 4.23  C6 1.090
14 H -8.33 -4.29 3.48  C6 1.090
15 H -6.03 -4.16 5.08  C7 1.090
16 C 0.14 6.60 0.30  C17 1.561, H27 1.090, H28 1.090, H29 1.090
17 C -0.39 5.77 -0.91  C16 1.561, O18 1.405, H30 1.090, H31 1.090
18 O -0.78 6.75 -1.84  C17 1.405, P19 1.629
19 P -1.21 6.40 -3.37  O18 1.629, O20 1.509, O21 1.612, O24 1.605
20 O -1.90 5.06 -3.45  P19 1.509
21 O 0.21 6.38 -4.14  P19 1.612, C22 1.413
22 C 1.05 7.52 -4.13  O21 1.413, C23 1.608, H32 1.090, H33 1.090
23 C 1.65 7.90 -5.58  C22 1.608, H34 1.090, H35 1.090, H36 1.090
24 O -1.96 7.71 -3.92  P19 1.605, C25 1.449
25 C -2.53 7.68 -5.26  O24 1.449, C26 1.530, H37 1.090, H38 1.090
26 C -3.22 9.02 -5.52  C25 1.530, H39 1.090, H40 1.090, H41 1.090
27 H -0.48 7.49 0.42  C16 1.090
28 H 0.26 5.91 1.13  C16 1.090
29 H 1.13 6.93 -0.01  C16 1.090
30 H 0.33 5.03 -1.26  C17 1.090
31 H -1.30 5.22 -0.69  C17 1.090
32 H 0.51 8.37 -3.73  C22 1.090
33 H 1.85 7.39 -3.40  C22 1.090
34 H 0.96 8.10 -6.40  C23 1.090
35 H 2.31 8.76 -5.46  C23 1.090
36 H 2.17 7.02 -5.96  C23 1.090
37 H -1.69 7.51 -5.94  C25 1.090
38 H -3.21 6.84 -5.39  C25 1.090
39 H -2.61 9.91 -5.35  C26 1.090
40 H -3.58 9.11 -6.54  C26 1.090
41 H -4.10 8.94 -4.88  C26 1.090
42 C 6.83 0.69 -0.16  C43 1.534, H53 1.090, H54 1.090, H55 1.090
43 C 6.31 1.68 0.89  C42 1.534, O44 1.397, H56 1.090, H57 1.090
44 O 7.36 2.13 1.70  C43 1.397, P45 1.592
45 P 7.01 3.39 2.61  O44 1.592, O46 1.491, O47 1.625, O50 1.639
46 O 7.99 3.74 3.68  P45 1.491
47 O 5.53 3.03 3.17  P45 1.625, C48 1.389
48 C 4.72 3.79 4.01  O47 1.389, C49 1.555, H58 1.090, H59 1.090
49 C 3.46 3.02 4.48  C48 1.555, H60 1.090, H61 1.090, H62 1.090
50 O 6.83 4.53 1.45  P45 1.639, C51 1.413
51 C 7.32 5.86 1.47  O50 1.413, C52 1.540, H63 1.090, H64 1.090
52 C 6.25 6.82 2.03  C51 1.540, H65 1.090, H66 1.090, H67 1.090
53 H 7.47 1.11 -0.93  C42 1.090
54 H 7.33 -0.17 0.29  C42 1.090
55 H 6.05 0.31 -0.82  C42 1.090
56 H 5.74 2.48 0.42  C43 1.090
57 H 5.64 1.07 1.50  C43 1.090
58 H 5.32 4.13 4.85  C48 1.090
59 H 4.34 4.63 3.44  C48 1.090
60 H 3.73 2.25 5.21  C49 1.090
61 H 2.75 3.72 4.92  C49 1.090
62 H 2.99 2.54 3.62  C49 1.090
63 H 8.32 6.00 1.88  C51 1.090
64 H 7.44 6.18 0.43  C51 1.090
65 H 6.63 7.83 2.08  C52 1.090
66 H 5.32 6.91 1.47  C52 1.090
67 H 6.04 6.49 3.05  C52 1.090
68 C -1.81 -6.83 0.06  C69 1.479, H79 1.090, H80 1.090, H81 1.090
69 C -1.74 -5.92 -1.10  C68 1.479, O70 1.386, H82 1.090, H83 1.090
70 O -2.15 -6.50 -2.29  C69 1.386, P71 1.623
71 P -3.56 -6.00 -2.93  O70 1.623, O72 1.495, O73 1.623, O76 1.616
72 O -3.68 -4.53 -3.15  P71 1.495
73 O -3.73 -6.93 -4.24  P71 1.623, C74 1.354
74 C -3.10 -6.68 -5.41  O73 1.354, C75 1.502, H84 1.090, H85 1.090
75 C -4.02 -7.30 -6.42  C74 1.502, H86 1.090, H87 1.090, H88 1.090
76 O -4.65 -6.67 -1.94  P71 1.616, C77 1.443
77 C -4.81 -8.10 -2.04  O76 1.443, C78 1.501, H89 1.090, H90 1.090
78 C -5.59 -8.51 -0.82  C77 1.501, H91 1.090, H92 1.090, H93 1.090
79 H -2.84 -6.91 0.41  C68 1.090
80 H -1.30 -7.75 -0.23  C68 1.090
81 H -1.24 -6.36 0.87  C68 1.090
82 H -2.20 -4.96 -0.86  C69 1.090
83 H -0.73 -5.56 -1.28  C69 1.090
84 H -2.96 -5.62 -5.65  C74 1.090
85 H -2.15 -7.22 -5.36  C74 1.090
86 H -4.39 -8.25 -6.04  C75 1.090
87 H -4.87 -6.71 -6.75  C75 1.090
88 H -3.47 -7.51 -7.34  C75 1.090
89 H -5.45 -8.35 -2.89  C77 1.090
90 H -3.85 -8.61 -2.10  C77 1.090
91 H -5.18 -7.91 0.00  C78 1.090
92 H -6.66 -8.34 -0.89  C78 1.090
93 H -5.35 -9.55 -0.63  C78 1.090
94 C 1.55 -2.82 -9.39  C95 1.529, H105 1.090, H106 1.090, H107 1.090
95 C 0.60 -3.06 -8.22  C94 1.529, O96 1.418, H108 1.090, H109 1.090
96 O 1.17 -3.50 -7.00  C95 1.418, P97 1.629
97 P 1.21 -2.40 -5.79  O96 1.629, O98 1.542, O99 1.630, O102 1.614
98 O -0.08 -1.57 -5.66  P97 1.542
99 O 1.52 -3.31 -4.47  P97 1.630, C100 1.416
100 C 2.64 -4.17 -4.56  O99 1.416, C101 1.461, H110 1.090, H111 1.090
101 C 2.27 -5.58 -4.60  C100 1.461, H112 1.090, H113 1.090, H114 1.090
102 O 2.54 -1.54 -6.07  P97 1.614, C103 1.397
103 C 3.09 -0.60 -5.19  O102 1.397, C104 1.528, H115 1.090, H116 1.090
104 C 2.53 0.78 -5.52  C103 1.528, H117 1.090, H118 1.090, H119 1.090
105 H 2.14 -1.92 -9.20  C94 1.090
106 H 2.30 -3.59 -9.60  C94 1.090
107 H 0.97 -2.63 -10.29  C94 1.090
108 H -0.16 -2.29 -8.08  C95 1.090
109 H -0.10 -3.81 -8.58  C95 1.090
110 H 3.30 -4.00 -5.41  C100 1.090
111 H 3.25 -3.97 -3.68  C100 1.090
112 H 1.71 -5.82 -3.70  C101 1.090
113 H 1.71 -5.78 -5.52  C101 1.090
114 H 3.16 -6.22 -4.60  C101 1.090
115 H 2.76 -0.89 -4.19  C103 1.090
116 H 4.18 -0.57 -5.24  C103 1.090
117 H 2.85 1.22 -6.46  C104 1.090
118 H 1.44 0.86 -5.55  C104 1.090
119 H 2.83 1.44 -4.71  C104 1.090
120 C 0.20 -2.39 6.49  C121 1.474, H131 1.090, H132 1.090, H133 1.090
121 C 0.07 -1.24 7.40  C120 1.474, O122 1.407, H134 1.090, H135 1.090
122 O -0.77 -1.58 8.48  C121 1.407, P123 1.619
123 P -1.49 -0.39 9.31  O122 1.619, O124 1.508, O125 1.642, O128 1.649
124 O -2.28 -0.93 10.48  P123 1.508
125 O -2.31 0.41 8.14  P123 1.642, C126 1.415
126 C -3.63 0.03 7.80  O125 1.415, C127 1.560, H136 1.090, H137 1.090
127 C -4.52 1.27 8.12  C126 1.560, H138 1.090, H139 1.090, H140 1.090
128 O -0.25 0.59 9.78  P123 1.649, C129 1.374
129 C -0.46 1.74 10.50  O128 1.374, C130 1.465, H141 1.090, H142 1.090
130 C 0.31 1.76 11.74  C129 1.465, H143 1.090, H144 1.090, H145 1.090
131 H -0.60 -2.37 5.75  C120 1.090
132 H 1.15 -2.35 5.97  C120 1.090
133 H 0.15 -3.32 7.06  C120 1.090
134 H 1.05 -1.00 7.84  C121 1.090
135 H -0.24 -0.34 6.88  C121 1.090
136 H -3.74 -0.24 6.75  C126 1.090
137 H -3.90 -0.83 8.43  C126 1.090
138 H -5.52 1.24 7.68  C127 1.090
139 H -4.49 1.57 9.17  C127 1.090
140 H -4.13 2.14 7.59  C127 1.090
141 H -0.08 2.61 9.96  C129 1.090
142 H -1.48 1.99 10.79  C129 1.090
143 H -0.23 1.11 12.43  C130 1.090
144 H 1.37 1.55 11.62  C130 1.090
145 H 0.29 2.71 12.28  C130 1.090

Sequential E_HOMO output: -14.46, -1.58 eV